An isolated ion of composition C22H31N2O3 and charge +1 in a non-equilibrium geometry. Source: the OMol25 dataset; level of theory: wB97M-V/def2-TZVPD.

The HOMO energy comes out at -10.15 eV. As for the energy relative to the best compared isomer or geometry (same formula, charge and spin): 133.8 kJ/mol. Its LUMO energy is -0.0806 Ha. The calculation puts the orbital gap at 7.958 eV. The charge is +1. The molecular weight is 371.5 g mol⁻¹.

CARTESIAN COORDINATES (ANGSTROEM)
C  -7.51726  -1.13644  -0.98450
O  -6.63078  -1.27211  0.10256
C  -5.44049  -0.62795  0.06044
C  -4.99227  0.16696  -0.99122
C  -3.75735  0.78340  -0.91698
C  -2.93407  0.61689  0.19015
N  -1.69695  1.30651  0.22143
C  -1.05607  1.52912  1.49214
C  -0.11429  2.72776  1.35391
N  0.89411  2.43728  0.31491
C  1.95984  3.45859  0.21619
C  3.27554  2.86919  -0.32070
O  3.07289  2.47653  -1.65933
C  3.80323  1.71515  0.56925
O  2.81829  0.75620  0.92235
C  2.89531  -0.52585  0.35084
C  3.10206  -0.73024  -1.00087
C  3.12499  -2.02884  -1.48075
C  2.93555  -3.11869  -0.64438
C  2.97401  -4.50810  -1.19359
C  2.70877  -2.89868  0.72080
C  2.49881  -4.04684  1.65377
C  2.69260  -1.59931  1.20368
C  0.21650  2.16597  -0.97252
C  -0.72449  0.97827  -0.79582
C  -3.37989  -0.18486  1.23716
C  -4.61604  -0.79131  1.17478
H  -8.39265  -1.72837  -0.72417
H  -7.81641  -0.09401  -1.13028
H  -7.08034  -1.52532  -1.90949
H  -5.59955  0.32266  -1.86811
H  -3.43623  1.41374  -1.73278
H  -1.81492  1.76211  2.23964
H  -0.47358  0.65577  1.83824
H  0.38864  2.91874  2.30301
H  -0.68133  3.61258  1.05735
H  1.40873  1.56087  0.59954
H  1.62834  4.26370  -0.44353
H  2.14849  3.86781  1.20997
H  4.02552  3.67118  -0.27322
H  3.91297  2.43898  -2.12928
H  4.16616  2.14506  1.50931
H  4.64339  1.22684  0.06639
H  3.23552  0.10001  -1.67677
H  3.29235  -2.19191  -2.53474
H  3.15239  -4.49682  -2.26505
H  2.03328  -5.02271  -1.00282
H  3.76528  -5.08469  -0.71652
H  3.36527  -4.70644  1.64514
H  1.63642  -4.63670  1.34628
H  2.33862  -3.69937  2.67048
H  2.52931  -1.40718  2.25328
H  0.97020  1.96058  -1.73176
H  -0.35450  3.05319  -1.25403
H  -1.23489  0.77512  -1.73609
H  -0.13476  0.08160  -0.52800
H  -2.76603  -0.34620  2.10974
H  -4.96824  -1.40942  1.98462

Atom charges from the Löwdin analysis, given in e for atoms 1 to 6: atom 1 (C): -0.0790, atom 2 (O): -0.0768, atom 3 (C): -0.2787, atom 4 (C): -0.0085, atom 5 (C): -0.0190, atom 6 (C): -0.2417